Record 1
Density functional theory data (ωB97M-V with the def2-TZVPD basis set) for C19H52AsF6O17S7 as an isolated structure at a distorted geometry.

Geometry as XYZ:
```
102
Properties=species:S:1:pos:R:3:forces:R:3
As -0.890 0.128 0.380 -0.821 -1.119 2.026
F -0.487 1.095 -1.004 -0.220 -0.042 0.347
F -1.031 -1.330 -0.647 0.333 1.054 0.064
F -1.350 -0.953 1.690 0.628 0.189 -0.084
F -0.770 1.441 1.566 -0.018 -0.258 -1.124
F -2.623 0.450 0.275 0.939 0.216 -0.799
F 0.832 -0.162 0.704 -0.787 -0.052 -0.639
O 1.639 -2.627 3.095 -0.075 -0.611 -0.678
S 1.820 -3.724 2.172 -1.277 0.322 -0.199
O 2.983 -4.540 2.301 -0.279 -0.263 -0.089
O 0.519 -4.703 2.227 1.294 0.380 0.593
C -0.791 -4.099 2.395 0.693 1.127 -0.661
C -1.614 -5.111 3.123 -1.052 0.643 0.159
C 1.660 -3.165 0.455 0.186 -0.128 1.441
H -1.064 -3.751 1.393 -0.745 -0.705 -0.029
H -0.729 -3.132 2.902 0.263 -0.344 0.518
H -1.255 -5.173 4.150 0.377 -0.605 -0.177
H -1.687 -6.047 2.575 0.258 -0.183 0.314
H -2.634 -4.742 3.274 -0.027 0.103 -0.376
H 0.612 -3.049 0.191 -0.014 0.038 0.114
H 2.158 -3.944 -0.115 0.179 0.337 -0.254
H 2.131 -2.189 0.516 0.212 -0.107 -0.636
O 1.316 4.452 -0.254 -0.629 0.543 0.149
S 0.139 5.265 -0.063 -1.224 -0.164 -0.880
O 0.101 6.303 0.928 0.154 -0.396 -0.586
O -0.275 5.967 -1.489 1.343 -0.934 1.158
C -0.041 5.163 -2.674 -1.213 1.177 -0.651
C -0.449 6.134 -3.773 0.626 -0.700 -0.955
C -1.339 4.222 0.099 1.845 0.171 0.483
H -0.724 4.311 -2.736 -0.009 -0.050 0.512
H 0.970 4.788 -2.814 0.156 0.307 0.485
H -0.524 5.519 -4.678 -0.104 0.334 -0.153
H 0.308 6.896 -3.958 0.045 -0.007 0.147
H -1.398 6.636 -3.610 -0.090 -0.226 0.262
H -1.182 3.377 -0.566 -0.281 0.018 -0.091
H -2.214 4.828 -0.100 -0.031 -0.045 0.125
H -1.222 3.866 1.121 -0.571 -0.114 0.017
O -7.795 -0.746 -2.234 1.163 -0.379 -0.545
S -6.644 -1.065 -3.048 -0.016 0.278 0.706
O -5.903 -0.019 -3.716 -0.560 -0.778 0.396
O -5.627 -1.931 -2.115 -1.317 0.949 -0.794
C -4.260 -2.014 -2.528 0.998 -0.452 0.163
C -3.794 -3.452 -2.467 -0.395 -0.713 -0.401
C -7.142 -2.333 -4.214 0.398 0.699 0.675
H -3.679 -1.386 -1.852 0.005 -0.005 0.005
H -4.066 -1.668 -3.545 -0.501 0.291 0.048
H -2.785 -3.480 -2.881 0.180 -0.148 0.480
H -4.375 -4.125 -3.108 -0.166 0.427 -0.345
H -3.905 -3.956 -1.507 0.517 0.517 0.310
H -6.407 -2.300 -5.014 -0.126 -0.319 -0.100
H -8.150 -2.088 -4.534 0.046 -0.062 -0.141
H -7.103 -3.229 -3.600 -0.147 -0.247 -0.395
O 3.042 -1.558 -4.279 -0.198 0.713 -0.889
S 1.789 -0.924 -4.641 0.293 -1.703 1.041
O 1.501 -0.447 -5.975 0.204 -0.409 1.630
O 0.686 -2.047 -4.290 -0.487 1.253 -0.825
C 0.779 -2.847 -3.096 0.495 0.024 0.383
C 0.837 -4.282 -3.550 0.677 -0.636 -1.004
C 1.571 0.303 -3.365 0.080 0.376 -1.063
H -0.003 -2.558 -2.392 -0.378 -0.127 -0.386
H 1.711 -2.614 -2.574 0.090 -0.038 -0.143
H 1.720 -4.359 -4.194 0.372 -0.022 0.468
H 0.108 -4.636 -4.283 -0.777 0.480 0.534
H 0.928 -5.020 -2.754 -0.058 0.197 0.159
H 2.436 0.944 -3.542 -0.140 0.229 0.106
H 1.665 -0.127 -2.372 -0.275 -0.242 -0.109
H 0.644 0.844 -3.531 -0.021 -0.019 0.222
O 6.575 -1.056 -1.164 -0.347 -0.346 0.518
S 5.460 -1.301 -0.285 -0.841 0.637 -0.522
O 4.937 -2.631 -0.077 0.800 1.395 0.217
O 5.759 -0.594 1.134 -0.284 -1.227 -0.101
C 6.719 0.428 1.279 1.749 1.801 -0.461
C 6.172 1.568 2.124 -0.482 -0.995 0.308
C 4.109 -0.208 -0.774 0.781 0.025 0.178
H 7.048 0.921 0.357 -0.533 -0.649 -0.535
H 7.680 0.062 1.647 -0.373 -0.542 0.451
H 6.943 2.244 2.488 0.158 -0.046 -0.218
H 5.694 1.106 2.991 -0.229 0.380 0.053
H 5.451 2.113 1.516 -0.159 0.140 0.324
H 4.421 0.802 -0.508 0.101 -0.006 -0.011
H 3.224 -0.439 -0.187 -0.107 -0.156 -0.274
H 4.016 -0.244 -1.858 -0.282 -0.378 0.057
C 2.184 0.734 3.859 -0.653 0.513 0.568
S 0.741 1.753 4.341 -0.258 -0.490 0.521
O 0.620 1.618 5.830 0.826 0.438 -0.825
C 1.537 3.378 3.870 -0.629 -0.599 -0.123
H 2.085 -0.296 4.195 -0.517 -0.010 -0.220
H 2.992 1.164 4.452 0.372 0.098 -0.571
H 2.194 0.812 2.773 0.633 -0.069 -0.001
H 1.159 3.761 2.920 -0.170 -0.460 -0.138
H 2.604 3.209 3.746 0.110 0.464 0.529
H 1.180 4.090 4.611 0.574 -0.070 0.329
C -3.480 0.931 4.501 -0.501 -0.906 0.915
S -3.232 2.563 5.232 1.911 0.190 -0.223
O -1.985 2.485 6.094 -1.735 0.035 -0.865
C -2.729 3.378 3.632 -0.891 0.277 1.105
H -3.813 0.283 5.320 0.359 0.156 0.288
H -2.548 0.514 4.124 -0.006 0.253 -0.303
H -4.338 0.831 3.835 0.332 0.627 -0.520
H -2.079 4.219 3.870 0.278 -0.258 0.178
H -3.672 3.846 3.340 0.035 -0.277 -0.653
H -2.298 2.678 2.923 -0.045 0.014 -0.014
```
Positions in Å, forces in eV/Å.

As for the total charge: -1. Its frontier orbital gap is 7.814 eV.

Löwdin atomic charge list, values in e, 99 entries:
1. As 0.829
2. F -0.244
3. F -0.285
4. F -0.267
5. F -0.288
6. F -0.270
7. F -0.266
8. O -0.287
9. S 0.613
10. O -0.272
11. O -0.276
12. C -0.280
13. C -0.067
14. C -0.103
15. H 0.107
16. H 0.104
17. H 0.086
18. H 0.079
19. H 0.081
20. H 0.042
21. H 0.071
22. H 0.031
23. O -0.292
24. S 0.614
25. O -0.285
26. O -0.281
27. C -0.266
28. C -0.078
29. C -0.094
30. H 0.115
31. H 0.117
32. H 0.079
33. H 0.077
34. H 0.079
35. H 0.042
36. H 0.079
37. H 0.039
38. O -0.289
39. S 0.620
40. O -0.293
41. O -0.258
42. C -0.270
43. C -0.067
44. C -0.110
45. H 0.115
46. H 0.116
47. H 0.074
48. H 0.072
49. H 0.081
50. H 0.069
51. H 0.067
52. H 0.066
53. O -0.308
54. S 0.621
55. O -0.275
56. O -0.267
57. C -0.270
58. C -0.065
59. C -0.119
60. H 0.096
61. H 0.103
62. H 0.083
63. H 0.077
64. H 0.079
65. H 0.074
66. H 0.049
67. H 0.070
68. O -0.287
69. S 0.628
70. O -0.269
71. O -0.252
72. C -0.306
73. C -0.062
74. C -0.091
75. H 0.114
76. H 0.121
77. H 0.079
78. H 0.078
79. H 0.074
80. H 0.068
81. H 0.045
82. H 0.054
83. C -0.249
84. S 0.808
85. O -0.564
86. C -0.215
87. H 0.037
88. H 0.042
89. H 0.038
90. H 0.026
91. H 0.030
92. H 0.049
93. C -0.277
94. S 0.830
95. O -0.575
96. C -0.249
97. H 0.043
98. H 0.051
99. H 0.057


Record 2
Density functional theory data (ωB97M-V with the def2-TZVPD basis set) for C19H52Be2N4O9 as an isolated structure at a distorted geometry.

Geometry as XYZ:
```
86
Properties=species:S:1:pos:R:3:forces:R:3
Be -15.292 27.196 19.906 -1.639 -2.532 -2.611
Be -19.600 26.066 18.832 -1.383 -2.318 -2.135
C -16.823 25.278 18.300 -1.754 -4.525 1.129
O -15.782 24.963 18.806 6.179 -2.621 2.603
O -17.789 24.509 18.043 -1.125 0.724 -0.700
O -17.001 26.474 18.310 -2.510 9.743 0.618
C -20.604 22.260 21.767 -0.337 0.445 -1.078
C -20.830 23.338 20.668 -0.728 -1.296 -1.145
C -22.085 24.170 20.606 0.599 0.740 1.070
O -21.964 25.148 19.558 -1.574 -0.778 -0.484
C -23.284 25.628 19.139 0.878 1.692 0.827
N -19.656 24.158 20.595 0.737 1.688 -0.515
H -21.432 21.562 21.890 -0.335 0.518 0.437
H -20.251 22.769 22.663 -0.263 -0.481 0.315
H -19.840 21.598 21.359 0.444 0.227 0.291
H -20.769 22.794 19.725 -0.468 -0.313 -0.073
H -22.151 24.785 21.504 -0.430 -0.339 0.554
H -22.927 23.482 20.529 -0.302 0.371 -0.291
H -23.647 26.351 19.870 -0.085 -0.241 0.610
H -24.074 24.889 19.007 0.538 -0.301 -0.271
H -23.109 26.304 18.303 -0.107 -0.709 -0.299
H -18.978 23.470 20.301 1.334 0.373 -0.056
H -19.450 24.404 21.553 0.567 0.406 0.183
C -17.244 27.319 13.290 -0.064 0.449 0.721
C -17.061 26.732 14.695 -1.320 -1.325 -1.307
C -15.845 25.767 14.787 0.576 0.022 1.217
O -14.562 26.418 15.073 -3.420 1.564 -0.165
C -13.454 25.662 14.951 2.182 -2.172 -0.315
N -17.210 27.724 15.703 2.332 1.783 0.132
H -17.712 26.562 12.661 0.419 0.132 -0.292
H -16.318 27.739 12.896 0.040 -0.320 -0.252
H -17.934 28.157 13.383 -0.152 -0.018 -0.149
H -18.027 26.277 14.913 0.298 -1.892 -0.698
H -15.759 25.095 13.933 -0.011 0.283 -0.328
H -16.027 25.121 15.646 -0.046 -0.354 0.269
H -13.442 24.712 15.486 -0.593 -0.188 0.849
H -12.568 26.177 15.322 -0.207 0.385 -0.224
H -13.254 25.262 13.957 -0.037 0.619 -0.669
H -17.132 27.329 16.630 0.391 -0.341 0.016
H -16.334 28.199 15.537 0.204 1.379 0.844
C -22.652 24.515 16.300 0.114 -1.594 -0.788
C -21.228 23.892 16.149 -0.839 0.095 0.233
C -20.471 24.516 14.982 -0.008 -1.235 -0.033
O -20.810 23.723 13.836 0.195 0.800 -0.486
C -20.054 23.884 12.601 -1.211 -0.033 0.149
N -20.596 24.031 17.442 1.305 1.614 1.001
H -22.719 25.592 16.460 0.567 -0.029 -0.397
H -23.216 24.076 17.123 0.245 -0.249 0.043
H -23.197 24.208 15.408 -0.167 0.430 -0.130
H -21.227 22.837 15.874 -0.741 -0.225 0.128
H -19.400 24.360 15.115 0.264 0.726 0.334
H -20.853 25.535 15.046 0.680 0.581 -1.143
H -20.177 24.863 12.136 0.264 0.437 0.505
H -20.551 23.250 11.868 0.023 -0.364 0.312
H -19.008 23.577 12.642 0.069 0.129 0.476
H -19.650 23.691 17.545 0.007 -0.479 -0.348
H -21.197 23.686 18.177 0.123 0.088 -0.253
C -19.726 30.077 16.734 0.877 0.143 0.088
C -19.857 28.883 17.745 -2.286 2.398 -1.851
C -21.313 29.020 18.367 2.529 0.120 -0.819
O -21.384 28.045 19.368 -0.195 -0.096 0.842
C -21.615 28.597 20.645 0.173 -0.982 2.752
N -19.707 27.648 16.924 -0.180 0.150 3.219
H -18.718 30.221 16.346 0.282 -0.602 0.068
H -19.922 31.089 17.089 -0.617 -0.221 0.468
H -20.319 29.893 15.838 -0.345 0.021 0.112
H -19.147 29.021 18.560 0.180 -0.534 0.019
H -22.123 28.908 17.646 0.105 -0.099 -0.167
H -21.311 30.035 18.766 -0.399 -0.068 0.205
H -21.514 27.792 21.373 0.020 -0.517 -0.204
H -22.577 29.004 20.956 -0.561 0.089 -1.328
H -20.906 29.307 21.071 0.601 0.402 -1.021
H -18.810 27.801 16.486 0.755 -0.429 -0.517
H -20.346 27.850 16.168 -0.645 -0.908 -0.228
C -16.295 21.604 19.807 -0.256 -0.407 0.030
O -17.075 22.712 20.201 -0.582 0.599 0.140
H -15.376 21.643 20.392 0.213 -0.507 -0.281
H -16.882 20.705 19.996 0.315 -0.069 0.124
H -16.130 21.682 18.733 0.401 -0.288 -0.037
H -16.658 23.421 19.706 -0.117 0.551 0.117
C -12.995 22.508 17.678 -0.690 0.414 -0.526
O -13.342 23.574 18.572 0.892 -0.334 0.158
H -13.784 22.463 16.927 -0.015 -0.450 -0.128
H -12.076 22.687 17.121 0.156 0.460 0.318
H -12.871 21.536 18.155 -0.227 0.101 0.355
H -14.270 23.803 18.479 -0.104 -0.106 -0.140
```
Positions in Å, forces in eV/Å.

As for the total charge: +2. Its frontier orbital gap is 2.821 eV.

In the Löwdin picture, each atom carries the following charge in e:
1. Be 1.220
2. Be 0.978
3. C -1.051
4. O -0.017
5. O 0.031
6. O -0.025
7. C 0.005
8. C -0.433
9. C -0.161
10. O -0.277
11. C -0.071
12. N 0.086
13. H 0.095
14. H 0.090
15. H 0.085
16. H 0.126
17. H 0.137
18. H 0.145
19. H 0.090
20. H 0.105
21. H 0.070
22. H 0.052
23. H 0.097
24. C -0.026
25. C -0.425
26. C -0.101
27. O -0.161
28. C -0.156
29. N 0.031
30. H 0.079
31. H 0.091
32. H 0.078
33. H 0.112
34. H 0.135
35. H 0.108
36. H 0.075
37. H 0.103
38. H 0.100
39. H 0.034
40. H 0.104
41. C -0.029
42. C -0.374
43. C -0.190
44. O -0.182
45. C -0.066
46. N 0.064
47. H 0.066
48. H 0.065
49. H 0.096
50. H 0.151
51. H 0.117
52. H 0.111
53. H 0.082
54. H 0.090
55. H 0.083
56. H 0.053
57. H 0.048
58. C -0.047
59. C -0.364
60. C -0.171
61. O -0.223
62. C -0.100
63. N 0.095
64. H 0.074
65. H 0.088
66. H 0.090
67. H 0.134
68. H 0.143
69. H 0.131
70. H 0.087
71. H 0.109
72. H 0.098
73. H 0.006
74. H 0.092
75. C -0.111
76. O -0.146
77. H 0.096
78. H 0.090
79. H 0.087
80. H 0.016
81. C -0.135
82. O -0.124
83. H 0.073
84. H 0.082
85. H 0.082
86. H 0.006


In the order shown, the computed ΔE to the lowest compared entry with this formula, charge and spin values come out to 10.8; 139.0 kcal/mol.